DFT (wB97M-V/def2-TZVPD) results for a molecular structure, C4H13N2O2 in a non-equilibrium geometry.

## Properties
Energy above the lowest of the compared OMol25 structures with the same formula, charge and spin, kJ/mol: 338.3
Strongest force on any atom, eV/Å: 4.24
Net charge: -1
HOMO level, eV: -4.00
E, Ha: -420.089987
Orbital gap, Ha: 0.283

Each line ends with the natural charge from an NBO analysis.
Atoms and positions in Å:
C  0.52572  -0.27392  0.09319  -0.2651
C  -0.81496  0.14976  -0.41231  -0.4364
C  -1.62932  -1.10513  -0.75287  -0.0400
O  -0.96003  -1.91278  -1.65313  -0.8845
N  1.41359  1.20138  0.66398  -0.6798
C  1.50751  0.88757  2.07495  -0.0753
N  1.85073  2.14159  2.76126  -0.8260
H  0.44529  -0.81167  1.02941  0.1797
H  0.96415  -1.02097  -0.59134  0.2551
H  -1.34024  0.75971  0.34140  0.1805
H  -0.69726  0.76364  -1.29991  0.2100
H  -1.84973  -1.65686  0.17681  0.1092
H  -2.59573  -0.78144  -1.18212  0.1479
H  1.69863  0.44106  0.09094  0.3540
H  0.56710  0.52813  2.50112  0.1510
H  2.26818  0.15397  2.35544  0.1470
H  1.08612  2.77632  2.55149  0.3459
H  2.62360  2.52451  2.22203  0.3444
H  -1.49229  -1.68178  -2.75661  0.4884
H  -1.49760  -1.68239  -4.46581  0.4228
O  -2.07345  -1.40069  -3.74795  -1.1288

DFT (wB97M-V/def2-TZVPD) results for 2 unconnected molecules or ions with the total composition C4H13N2O2 in a non-equilibrium geometry.

## Properties
Energy above the lowest of the compared OMol25 structures with the same formula, charge and spin, kJ/mol: 207.1
Strongest force on any atom, eV/Å: 1.81
Net charge: +1
HOMO level, eV: -13.80
E, Ha: -419.946548
Orbital gap, Ha: 0.393

Each line ends with the natural charge from an NBO analysis.
Atoms and positions in Å:
O  0.96423  2.02229  0.40038  -0.5425
C  1.40441  1.30178  1.26439  0.4489
C  0.91426  -0.13173  1.44169  -0.1605
C  1.22104  -1.01254  0.22784  -0.4259
C  0.54028  -0.80911  -1.15967  -0.2238
N  -0.45151  0.29489  -1.30460  -0.6919
N  -0.53378  -0.09949  1.70281  -0.8714
H  2.02674  1.76750  2.04431  0.1577
H  1.46614  -0.51496  2.29549  0.2152
H  1.16785  -2.08239  0.41195  0.2419
H  2.29173  -0.90854  0.07020  0.2307
H  -0.05564  -1.70405  -1.30594  0.2223
H  1.29437  -0.70984  -1.90634  0.2335
H  -0.23953  0.88255  -2.10823  0.4353
H  -0.38039  0.93980  -0.55584  0.4530
H  -1.42310  -0.06211  -1.31188  0.4635
H  -0.93504  0.74599  2.08335  0.3899
H  -0.75175  -0.89434  2.28803  0.3877
H  -2.94950  -1.95274  -1.58300  0.4970
H  -3.48085  -0.51781  -1.29704  0.4900
O  -2.92041  -1.03856  -1.88502  -0.9504

DFT (wB97M-V/def2-TZVPD) results for 2 unconnected molecules or ions with the total composition C4H13N2O2 in a non-equilibrium geometry.

## Properties
Energy above the lowest of the compared OMol25 structures with the same formula, charge and spin, kJ/mol: 117.4
Strongest force on any atom, eV/Å: 2.62
Net charge: +1
HOMO level, eV: -14.08
E, Ha: -419.980711
Orbital gap, Ha: 0.403

Each line ends with the natural charge from an NBO analysis.
Atoms and positions in Å:
C  -0.95419  -1.19265  -1.94423  -0.6642
C  0.33510  -0.54651  -1.47929  -0.0302
C  0.45255  -0.26677  0.01764  -0.5324
C  1.41563  0.80100  0.48639  0.6730
N  1.61651  0.91998  1.81091  -0.7807
O  2.15486  1.35965  -0.33199  -0.6648
N  0.64237  0.69450  -2.29306  -0.6676
H  -1.59538  -0.62327  -2.60977  0.2377
H  -1.61200  -1.40035  -1.09202  0.2481
H  -0.73276  -2.20645  -2.26833  0.2562
H  1.14927  -1.21823  -1.76149  0.2261
H  -0.56442  -0.02762  0.36270  0.2402
H  0.73631  -1.19793  0.50611  0.2723
H  0.82657  0.60030  2.35284  0.4078
H  2.34860  1.48651  2.20300  0.4341
H  -0.01993  1.42111  -2.05264  0.4266
H  0.39334  0.47269  -3.25485  0.4294
H  1.58030  1.08449  -2.20759  0.4878
H  -3.34449  -0.33208  4.13599  0.4738
H  -2.40891  0.28213  5.15177  0.4766
O  -2.41934  -0.11050  4.26794  -0.9499

DFT (wB97M-V/def2-TZVPD) results for 2 unconnected molecules or ions with the total composition C4H13N2OS in a non-equilibrium geometry.

## Properties
Energy above the lowest of the compared OMol25 structures with the same formula, charge and spin, kJ/mol: 115.7
Strongest force on any atom, eV/Å: 4.29
Net charge: -1
HOMO level, eV: -2.95
E, Ha: -743.135006
Orbital gap, Ha: 0.246

Each line ends with the natural charge from an NBO analysis.
Atoms and positions in Å:
C  0.23528  1.17211  0.38270  -0.6277
C  0.40440  -0.27807  0.78100  -0.0692
C  1.29824  -1.20657  -0.12912  -0.5193
S  3.03277  -0.50868  0.04328  -0.6998
N  -0.94441  -0.75622  1.28068  -0.6851
C  -2.00619  -1.16081  0.34971  -0.0435
N  -2.51915  -0.11634  -0.57195  -0.8496
H  1.10699  1.86933  0.62017  0.2204
H  0.00516  1.15647  -0.72827  0.1987
H  -0.65758  1.68637  0.84630  0.1883
H  0.88495  -0.22769  1.76239  0.1889
H  1.10850  -1.16336  -1.18255  0.1955
H  1.09039  -2.18138  0.28102  0.1817
H  -0.86435  -1.10965  2.17489  0.3692
H  -2.86862  -1.36241  1.02556  0.1629
H  -1.88655  -1.96552  -0.31347  0.1563
H  -2.39574  0.81048  -0.17478  0.3478
H  -1.91005  0.10534  -1.32966  0.3482
H  2.69163  1.07599  -1.49896  0.4990
H  1.97055  2.44684  -1.49415  0.4492
O  2.22379  1.71378  -2.12478  -1.0115

DFT (wB97M-V/def2-TZVPD) results for a molecular structure, C4H13N2Pd in a non-equilibrium geometry.

## Properties
2S+1: 3
Energy above the lowest of the compared OMol25 structures with the same formula, charge and spin, kJ/mol: 0.0
Strongest force on any atom, eV/Å: 3.70
Net charge: -1
HOMO level (alpha / beta), eV: 0.74 / -3.34
E, Ha: -397.441929
<S²>: 2.003
Orbital gap (alpha / beta), Ha: 0.110 / 0.247

Each line ends with the natural charge from an NBO analysis.
Atoms and positions in Å:
C  -0.03300  -2.56004  0.31786  -0.8920
Pd  0.02826  0.51041  -1.18707  0.2314
N  -0.65148  1.85077  0.38952  -1.1143
H  -0.41366  -1.97303  -0.53921  0.2013
H  -0.65263  1.34201  1.27022  0.3614
H  0.05009  1.93820  -1.88750  -0.3278
H  -0.84956  -3.15899  0.73397  0.1959
H  0.33972  -1.86463  1.07452  0.2143
H  0.78617  -3.20422  -0.00792  0.2070
H  0.00486  2.62759  0.42441  0.3846
H  -1.58021  2.23300  0.20203  0.3735
C  3.94272  1.71398  2.27929  -0.7482
C  3.40596  0.31582  1.92457  -0.8503
C  2.46806  0.33738  0.81889  0.3011
N  1.69997  0.40494  -0.05493  -0.5344
H  4.32240  2.24027  1.39992  0.1979
H  4.75644  1.62478  3.00056  0.1957
H  3.16545  2.34130  2.72436  0.1973
H  4.24245  -0.34514  1.66180  0.2258
H  2.88558  -0.12193  2.79697  0.1800

DFT (wB97M-V/def2-TZVPD) results for a gas-phase ion, C4H13N2S2 (charge +1) in a non-equilibrium geometry.

## Properties
Energy above the lowest of the compared OMol25 structures with the same formula, charge and spin, kJ/mol: 324.4
Strongest force on any atom, eV/Å: 4.38
Net charge: +1
HOMO level, eV: -11.49
E, Ha: -1065.749266
Orbital gap, Ha: 0.294
SMILES string: CNC[C@H]([NH3+])CSS

Each line ends with the natural charge from an NBO analysis.
Atoms and positions in Å:
S  4.47948  1.46405  0.85340  -0.0850
S  3.18686  0.48235  -0.40023  0.0504
C  1.44281  0.12093  0.24658  -0.5596
C  0.38614  0.38767  -0.76545  -0.0280
C  -1.07217  0.58990  -0.35048  -0.2593
N  -1.70927  -0.64784  0.12761  -0.6770
C  -2.16880  -0.56076  1.51586  -0.4435
N  0.23942  -0.88564  -1.71964  -0.7460
H  3.83911  1.62749  2.05788  0.1699
H  1.36663  -1.00002  0.43767  0.2286
H  0.89216  0.63632  1.04612  0.2632
H  0.75969  1.22142  -1.45683  0.2491
H  -1.43291  1.00247  -1.36966  0.2031
H  -1.13919  1.39443  0.34971  0.2288
H  -2.44985  -0.62093  -0.62317  0.3929
H  -3.09180  -1.37739  1.70556  0.2340
H  -1.46783  -0.65870  2.36448  0.2236
H  -2.66284  0.36277  1.78234  0.1940
H  -0.18010  -1.66404  -1.10641  0.4743
H  1.13394  -1.21808  -2.12352  0.4438
H  -0.35147  -0.65640  -2.57181  0.4426

DFT (wB97M-V/def2-TZVPD) results for a gas-phase ion, C4H13N2S2 (charge +1) in a non-equilibrium geometry.

## Properties
Energy above the lowest of the compared OMol25 structures with the same formula, charge and spin, kJ/mol: 116.0
Strongest force on any atom, eV/Å: 2.21
Net charge: +1
HOMO level, eV: -11.41
E, Ha: -1065.828647
Orbital gap, Ha: 0.287
SMILES string: NCCSSCC[NH3+]

Each line ends with the natural charge from an NBO analysis.
Atoms and positions in Å:
N  -1.15754  2.40778  -2.80693  -0.6791
C  0.24623  1.83982  -2.63256  -0.2252
C  0.38336  1.37829  -1.22042  -0.5702
S  -0.86027  0.04815  -0.84545  0.0262
S  -0.87638  -0.33744  1.06394  0.1385
C  0.43890  -1.57408  1.32184  -0.5341
C  0.58396  -1.87482  2.83899  -0.2290
N  -0.06047  -3.08256  3.24340  -0.8771
H  -1.30245  3.03359  -3.60472  0.4507
H  -1.32271  3.01303  -1.99423  0.4370
H  -1.83267  1.64615  -2.73263  0.4589
H  0.94299  2.64314  -2.86728  0.2409
H  0.35951  1.08684  -3.40863  0.2393
H  0.22378  2.24796  -0.57441  0.2219
H  1.33304  0.90465  -1.01504  0.2634
H  1.34153  -1.09117  0.95509  0.2102
H  0.13383  -2.48520  0.81496  0.2432
H  1.66136  -1.94831  2.98911  0.2104
H  0.27284  -0.97946  3.38299  0.1919
H  0.49314  -3.88483  3.48045  0.3953
H  -1.00199  -2.99152  3.61154  0.3869

DFT (wB97M-V/def2-TZVPD) results for a gas-phase ion, C4H13N3 (charge -1) in a non-equilibrium geometry.

## Properties
2S+1: 2
Energy above the lowest of the compared OMol25 structures with the same formula, charge and spin, kJ/mol: 53.7
Strongest force on any atom, eV/Å: 1.54
Net charge: -1
HOMO level (alpha / beta), eV: 1.33 / -5.00
E, Ha: -324.389705
<S²>: 0.750
Orbital gap (alpha / beta), Ha: 0.097 / 0.327

Each line ends with the natural charge from an NBO analysis.
Atoms and positions in Å:
C  -0.25742  -0.12413  -1.20906  -0.3036
N  -0.18223  0.70781  -0.02766  -0.6618
C  -1.12388  0.32042  1.01033  -0.2345
C  -0.67226  -0.91857  1.79710  -0.7117
N  0.40536  -0.55159  2.70329  -0.9976
C  0.82398  0.10554  -2.25725  -0.2710
N  1.43229  1.45946  -2.19847  -0.8535
H  -0.21409  -1.19432  -0.94458  0.1602
H  -1.25501  -0.10328  -1.64631  0.1710
H  0.74000  0.58697  0.39482  0.3566
H  -1.25718  1.11417  1.73334  0.1791
H  -2.10163  0.14436  0.54543  0.1663
H  -0.36982  -1.67309  1.07369  0.1586
H  -1.49635  -1.29711  2.41710  0.1543
H  0.11765  -0.62949  3.67537  0.3196
H  1.20305  -1.18427  2.63047  0.3097
H  1.64978  -0.57132  -2.08022  0.1736
H  0.41641  -0.08717  -3.24562  0.1745
H  1.07848  1.97261  -2.99774  0.3366
H  1.06286  1.92296  -1.37402  0.3735

DFT (wB97M-V/def2-TZVPD) results for 2 unconnected molecules or ions with the total composition C4H13N3.

## Properties
Energy above the lowest of the compared OMol25 structures with the same formula, charge and spin, kJ/mol: 106.3
Strongest force on any atom, eV/Å: 0.39
Net charge: 0
HOMO level, eV: -7.74
E, Ha: -324.434461
Orbital gap, Ha: 0.320
SMILES string: C=CNC.NCN

Each line ends with the natural charge from an NBO analysis.
Atoms and positions in Å:
N  -2.73590  -0.80842  -1.76234  -0.8394
C  -1.81466  -0.80578  -0.64294  -0.0698
N  -1.68276  0.42623  0.14704  -0.8604
H  -3.66118  -0.52415  -1.47182  0.3498
H  -2.43550  -0.19841  -2.51603  0.3548
H  -2.11653  -1.59719  0.04267  0.1787
H  -0.82281  -1.05641  -1.01865  0.1916
H  -1.59565  1.22199  -0.46957  0.3556
H  -2.51761  0.58506  0.70173  0.3575
C  1.73062  1.58604  -0.84625  -0.5380
C  2.11111  0.63780  0.01720  0.0254
N  1.29452  -0.27436  0.66040  -0.6401
C  1.80716  -0.80112  1.91844  -0.4041
H  0.69950  1.67977  -1.16268  0.1782
H  2.45086  2.27475  -1.25407  0.2049
H  3.16573  0.51071  0.24392  0.1807
H  0.32158  0.00849  0.69658  0.4074
H  1.11753  -1.55054  2.30450  0.2005
H  2.76266  -1.28703  1.72614  0.1943
H  1.92135  -0.02743  2.68575  0.1725

DFT (wB97M-V/def2-TZVPD) results for C4H13N3 in the gas phase in a non-equilibrium geometry.

## Properties
Energy above the lowest of the compared OMol25 structures with the same formula, charge and spin, kJ/mol: 97.3
Strongest force on any atom, eV/Å: 1.64
Net charge: 0
HOMO level, eV: -8.38
E, Ha: -324.437864
Orbital gap, Ha: 0.353
SMILES string: NCCNCCN

Each line ends with the natural charge from an NBO analysis.
Atoms and positions in Å:
C  -0.97269  -0.12302  1.17935  -0.2071
N  0.07344  -0.61935  0.32810  -0.6456
C  1.17913  0.25881  -0.02329  -0.2150
C  2.00467  -0.26391  -1.20312  -0.2231
N  2.54678  -1.59376  -0.88128  -0.8427
C  -1.72213  1.13772  0.69392  -0.2187
N  -2.82765  0.78110  -0.17415  -0.8442
H  -0.62046  0.08972  2.20172  0.1551
H  -1.76091  -0.86592  1.27056  0.1900
H  0.40955  -1.53164  0.59095  0.3619
H  1.81400  0.41417  0.85462  0.1646
H  0.76075  1.21604  -0.34295  0.1875
H  1.31002  -0.37804  -2.04573  0.1736
H  2.73407  0.52472  -1.34364  0.1941
H  3.16532  -1.89077  -1.62633  0.3589
H  1.75067  -2.21840  -0.86276  0.3491
H  -1.02463  1.70967  0.08326  0.1847
H  -2.00397  1.73544  1.56726  0.1647
H  -3.39493  1.56617  -0.46535  0.3603
H  -3.42103  0.05126  0.19885  0.3519

DFT (wB97M-V/def2-TZVPD) results for 2 unconnected molecules or ions with the total composition C4H13N3.

## Properties
Energy above the lowest of the compared OMol25 structures with the same formula, charge and spin, kJ/mol: 194.1
Strongest force on any atom, eV/Å: 0.73
Net charge: 0
HOMO level, eV: -8.48
E, Ha: -324.401003
Orbital gap, Ha: 0.350
SMILES string: C=NN.CCNC

Each line ends with the natural charge from an NBO analysis.
Atoms and positions in Å:
C  -0.36425  -0.86044  0.62422  -0.2204
C  1.59350  1.67920  -1.06805  -0.2141
C  -1.87624  0.96504  0.08689  -0.4192
C  -1.29584  -1.83311  1.33831  -0.6143
N  1.66491  0.56683  -1.65860  -0.2035
N  -0.74658  0.51846  0.87893  -0.6239
N  2.56688  -0.35362  -1.28011  -0.6344
H  2.75512  -1.03908  -1.99179  0.3767
H  3.35848  -0.05797  -0.71175  0.3438
H  0.64676  -0.99534  1.02033  0.1911
H  -0.32624  -1.08701  -0.45896  0.1647
H  2.28464  1.99995  -0.28568  0.1458
H  0.05023  1.11954  0.65608  0.3533
H  0.81207  2.35160  -1.36849  0.1895
H  -1.73298  0.82788  -0.99635  0.1641
H  -2.05298  2.02085  0.28615  0.1974
H  -2.76272  0.40351  0.39055  0.1905
H  -0.93626  -2.85017  1.20702  0.2054
H  -1.33513  -1.59999  2.39949  0.2096
H  -2.30338  -1.77615  0.93180  0.1978

DFT (wB97M-V/def2-TZVPD) results for a gas-phase ion, C4H13N3 (charge +2) in a non-equilibrium geometry.

## Properties
Energy above the lowest of the compared OMol25 structures with the same formula, charge and spin, kJ/mol: 526.0
Strongest force on any atom, eV/Å: 4.08
Net charge: +2
HOMO level, eV: -19.05
E, Ha: -323.692635
Orbital gap, Ha: 0.338
SMILES string: C=[NH+]C[NH2+]NCC

Each line ends with the natural charge from an NBO analysis.
Atoms and positions in Å:
C  -1.36856  -1.24029  0.20150  -0.0324
C  -1.68187  1.10305  0.56985  0.1830
C  2.05125  0.13023  0.96489  -0.6499
C  1.58046  0.69204  -0.47020  -0.2549
N  -2.18591  -0.08208  0.24416  -0.4723
N  -0.17980  -0.97549  -0.94508  -0.4116
N  0.17579  0.41555  -0.81664  -0.4428
H  -0.87606  -1.31690  1.14265  0.2552
H  -1.94957  -2.05564  -0.07140  0.2614
H  -2.28651  1.94851  0.53933  0.2578
H  -0.84767  1.16539  1.23556  0.2380
H  1.54716  0.65519  1.73832  0.2179
H  2.07756  -0.90830  1.14138  0.2218
H  3.18376  0.45955  0.96216  0.2873
H  2.20434  0.13134  -1.24974  0.2193
H  1.74258  1.73718  -0.40750  0.2629
H  -3.01633  -0.11003  -0.43118  0.4647
H  0.62105  -1.74289  -0.83194  0.4994
H  -0.53661  -1.02638  -1.93238  0.4626
H  -0.25506  1.01997  -1.58376  0.4324

- Which of these has the highest E?
  number 12